DFT (wB97M-V/def2-TZVPD) results for a 6-piece molecular cluster, C35H67BCl10F3N2O5S2 overall at a distorted geometry.

Geometry as ORCA input:
```
! RIJCOSX wB97M-V def2-TZVPD def2/J DEFGRID3
* xyz -1 1
C -4.12617 2.33286 -5.05642
C -3.71013 3.22934 -3.78891
C -2.12315 3.36375 -3.56574
C -1.40865 1.98205 -4.03410
N -0.09241 1.75090 -3.37917
C 0.36646 0.32035 -3.62630
C 1.27404 -0.08240 -2.36634
C 0.98810 -1.58863 -1.81888
C 1.81262 -1.69232 -0.42923
C 1.12131 -2.63806 0.66183
C 2.34486 -3.02466 1.63828
C 2.12340 -2.69618 3.18971
C 2.13767 -1.08737 3.34056
O 3.32616 -0.61504 4.06857
O 0.95562 -3.87995 -0.10393
B -0.21862 -4.62181 0.45104
C -1.28652 -5.26022 -0.66435
N -1.03777 -4.78598 -2.06567
C 0.10196 -5.63054 1.70605
C 0.50970 -7.12172 1.28359
C 1.54886 -7.20976 0.07106
C 0.85453 -7.83761 -1.23506
O 0.21194 -8.91387 -1.11179
O 0.97470 -7.25639 -2.52344
O -1.02375 -3.48640 0.99081
C -0.31589 -2.24452 1.27480
C -1.01592 -0.87042 0.83178
C -2.54397 -1.01362 0.38539
C -2.94253 -0.04997 -0.84688
F -2.44694 -0.68879 -2.02089
F -2.49045 1.27149 -0.70370
F -4.36945 -0.08302 -0.98683
C 0.92829 2.71181 -3.79352
S 0.84063 3.57455 -5.25068
S 2.46406 3.06592 -2.79013
C 2.05283 3.01555 -0.98353
C 3.06855 3.89459 -0.07348
C 2.88119 3.57946 1.49559
H -5.13603 2.67576 -5.47205
H -3.36853 2.36275 -5.91129
H -4.29052 1.24718 -4.70454
H -4.22490 4.24901 -3.89266
H -4.19640 2.73331 -2.87266
H -1.89147 3.56623 -2.46175
H -1.76736 4.21897 -4.23971
H -2.10831 1.15399 -3.63869
H -1.40479 1.85511 -5.17048
H 1.02471 0.35304 -4.55904
H -0.52964 -0.38050 -3.74945
H 2.39655 0.03679 -2.58053
H 0.93584 0.60139 -1.50221
H 1.35602 -2.31327 -2.61391
H -0.13245 -1.72637 -1.67915
H 2.87146 -2.00714 -0.72367
H 1.92251 -0.63630 0.02946
H 3.32328 -2.49248 1.33412
H 2.57077 -4.14362 1.49555
H 1.12420 -3.15606 3.53537
H 2.92081 -3.19862 3.84550
H 2.25076 -0.64563 2.27990
H 1.16923 -0.65984 3.76452
H 3.03520 0.13236 4.63328
H -2.33036 -4.86817 -0.36500
H -1.35772 -6.39948 -0.61486
H -0.04361 -4.80032 -2.31622
H -1.44801 -3.84941 -2.14215
H -0.87470 -5.70718 2.32130
H 0.89364 -5.25437 2.44064
H -0.46568 -7.68403 1.05744
H 0.99276 -7.64055 2.19003
H 2.11766 -6.25199 -0.15202
H 2.34665 -7.98434 0.37981
H 0.08606 -6.98359 -2.86211
H -0.44332 -2.21240 2.42231
H -1.01494 -0.19669 1.76770
H -0.45423 -0.28107 0.03330
H -3.21769 -0.71055 1.25393
H -2.86137 -2.05702 0.06828
H 0.95767 3.29238 -0.76299
H 2.22872 1.93010 -0.63708
H 4.12414 3.50533 -0.33294
H 3.04789 5.00231 -0.32658
H 1.90651 4.00556 1.91940
H 2.85591 2.45068 1.71776
H 3.76261 4.00367 2.12197
Cl -3.45115 7.06903 -4.18897
C -2.57976 7.76280 -5.57969
C -1.38662 6.92166 -5.98507
Cl -0.08771 6.96499 -4.76817
H -2.28379 8.78016 -5.31934
H -3.29301 7.81599 -6.40442
H -0.96155 7.30713 -6.91406
H -1.66560 5.87864 -6.14586
Cl 2.03760 2.75025 5.23449
C 2.36551 4.38370 5.86765
C 2.20024 5.45008 4.80554
Cl 3.46490 5.35362 3.55290
H 3.37240 4.38783 6.28811
H 1.65620 4.55457 6.68011
H 2.27942 6.44017 5.25949
H 1.22903 5.37870 4.31264
Cl 3.61827 -2.76184 6.86937
C 4.52281 -4.23165 7.30970
C 4.84449 -5.08706 6.10130
Cl 3.38809 -5.83223 5.39741
H 3.93616 -4.78210 8.04690
H 5.44737 -3.90223 7.78776
H 5.50753 -5.90431 6.39288
H 5.34058 -4.50827 5.32062
Cl -0.19805 4.57158 8.08984
C -0.65912 3.03373 8.86375
C 0.12904 2.77433 10.13069
Cl 1.84638 2.43948 9.79711
H -0.52234 2.23410 8.13415
H -1.72321 3.10369 9.09625
H -0.27069 1.89586 10.64103
H 0.07546 3.62051 10.81725
Cl -3.98143 1.15117 -8.56497
C -5.68213 0.87238 -8.11512
C -6.63125 1.76785 -8.88456
Cl -6.47469 3.47886 -8.41261
H -5.77484 1.01937 -7.03797
H -5.89939 -0.17436 -8.33557
H -7.66312 1.47690 -8.67781
H -6.46674 1.69658 -9.96067
*
```

Summary:
- energy (eV) = -206321.32610
- orbital gap (eV) = 5.98

***

DFT (wB97M-V/def2-TZVPD) results for C37H35F3N6O3SSbSeW as an isolated structure at a distorted geometry.

Geometry as ORCA input:
```
! RIJCOSX wB97M-V def2-TZVPD def2/J DEFGRID3
* xyz 0 2
W 0.16276 0.09948 -0.60012
C 1.32655 -3.63574 1.64399
C 1.48951 -2.42498 2.50209
C 1.83291 -2.58304 3.84465
C 1.98426 -1.47143 4.65479
C 1.81566 -0.21442 4.09491
C 1.48995 -0.14840 2.75365
N 1.32655 -1.21403 1.96099
Sb 1.51563 1.65205 1.55821
C -0.31734 2.80503 2.03439
C -0.55711 3.63480 3.11550
C -1.75529 4.34075 3.12393
C -2.64447 4.18901 2.07263
C -2.31937 3.32190 1.03656
C -3.21136 3.07796 -0.13379
N -1.17000 2.65754 1.03746
C 2.21831 0.18045 -1.20039
C 3.60521 0.13449 -1.32177
C 4.19200 0.01777 -2.57496
C 3.38233 -0.06137 -3.69974
C 2.00540 -0.01133 -3.55610
C 1.08667 -0.15369 -4.72372
N 1.46259 0.14097 -2.33565
H 2.09023 -4.36753 1.89508
H 0.35608 -4.09882 1.82742
H 1.41185 -3.37829 0.59105
H 1.98973 -3.57912 4.23089
H 2.25839 -1.57393 5.69379
H 1.93938 0.69864 4.65863
H 0.16120 3.72480 3.91772
H -1.98612 5.01735 3.93480
H -3.57448 4.73492 2.05136
H -3.60069 2.05918 -0.08345
H -2.64106 3.16139 -1.06012
H -4.04267 3.77839 -0.15106
H 4.21085 0.17238 -0.42671
H 5.26408 -0.02998 -2.67599
H 3.81293 -0.17037 -4.68217
H 0.79269 0.82226 -5.10863
H 1.57829 -0.70668 -5.51896
H 0.18314 -0.67846 -4.41509
O -0.51963 -1.51803 -0.08714
N -1.42550 -2.21245 0.63529
C -1.73843 -3.52405 0.37003
C -2.48847 -4.22026 1.26827
C -2.93375 -3.60866 2.44910
C -2.66261 -2.25032 2.65489
C -1.90877 -1.55174 1.74784
S -1.56644 0.14756 1.72066
H -1.38903 -3.90725 -0.57505
H -2.75415 -5.24361 1.05315
H -3.49836 -4.17240 3.17005
H -3.03426 -1.72050 3.51452
F 0.73051 -3.92759 -4.17686
C 1.37509 -3.79484 -3.01499
F 2.68231 -3.68894 -3.30465
F 1.21698 -4.94621 -2.34167
C 0.89201 -2.57138 -2.18323
O -0.12543 -1.97154 -2.55876
O 1.59838 -2.28791 -1.20117
C 1.74385 4.73820 -2.94672
C 1.05599 4.75652 -1.57564
C 2.01327 5.29211 -0.50400
C -0.20695 5.62508 -1.62251
C 0.69587 3.38417 -1.22082
C 0.36127 2.23605 -0.99203
H 2.03154 5.74503 -3.24185
H 1.06494 4.33791 -3.69637
H 2.63500 4.11256 -2.91789
H 2.27306 6.32660 -0.71669
H 2.92835 4.70406 -0.47018
H 1.55183 5.24308 0.48161
H 0.05276 6.64310 -1.90966
H -0.68758 5.64502 -0.64528
H -0.91247 5.22543 -2.34802
Se -2.98784 -0.82969 -1.37195
N -1.57250 0.34352 -1.76687
C -1.97615 1.03284 -2.89018
C -1.19783 1.94893 -3.58866
C -1.74242 2.63449 -4.66230
C -3.05501 2.41542 -5.06627
C -3.84083 1.48832 -4.41968
C -3.31605 0.77311 -3.33125
N -3.99756 -0.16346 -2.65502
H -0.17560 2.12732 -3.28838
H -1.13757 3.35961 -5.18703
H -3.44387 2.97485 -5.90442
H -4.85572 1.29394 -4.72456
*
```

Summary:
- energy above the lowest of the compared OMol25 structures with the same formula, charge and spin (kcal/mol) = 51.4
- energy (eV) = -146711.66190
- ⟨S²⟩ = 0.78
- orbital gap (alpha / beta) (eV) = 4.99 / 5.38

***

DFT (wB97M-V/def2-TZVPD) results for C4H7NO as an isolated structure at a distorted geometry.

Geometry as ORCA input:
```
! RIJCOSX wB97M-V def2-TZVPD def2/J DEFGRID3
* xyz 0 1
C -0.74759 -1.53851 -0.61250
C 0.30705 -0.47098 -0.47861
C -0.11390 1.49693 -0.17106
N 0.66107 1.16262 0.95306
C 0.89566 -0.19575 0.83753
O 1.41984 -0.94264 1.64108
H -0.33401 -2.46788 -0.19011
H -1.64467 -1.31954 -0.01647
H -1.03460 -1.75498 -1.64471
H 0.36170 0.46971 -1.13673
H -1.19529 1.53563 -0.10229
H 0.28472 2.34439 -0.76221
H 1.24577 1.79559 1.47258
*
```

Summary:
- energy above the lowest of the compared OMol25 structures with the same formula, charge and spin (kcal/mol) = 88.6
- energy (eV) = -7795.80048
- orbital gap (eV) = 9.03

***

DFT (wB97M-V/def2-TZVPD) results for a 11-piece molecular cluster, C13H48N18O11 overall at a distorted geometry.

Geometry as ORCA input:
```
! RIJCOSX wB97M-V def2-TZVPD def2/J DEFGRID3
* xyz 0 1
N 2.53830 3.91479 1.16864
C 3.49936 3.31724 0.40502
N 4.55272 2.78200 1.09421
O 3.51533 3.30300 -0.81850
H 2.43682 3.67804 2.14162
H 1.71312 3.78396 0.61617
H 5.30178 2.21339 0.65065
H 4.63652 2.80155 2.10444
N 1.04672 -3.45684 -0.14273
C 1.62760 -3.54611 1.07802
N 0.92002 -4.36982 1.89832
O 2.62815 -2.94210 1.41240
H 0.25026 -4.04587 -0.34516
H 1.50128 -3.03671 -0.94219
H 1.17585 -4.40969 2.90381
H 0.17248 -4.93913 1.52240
N -3.90027 -2.42897 -1.57362
C -3.29788 -3.02348 -2.70424
N -4.01166 -2.81476 -3.98313
O -2.25581 -3.72661 -2.64116
H -4.43789 -1.62715 -1.84827
H -3.26593 -2.06198 -0.88514
H -4.34799 -1.87093 -4.13349
H -3.57977 -3.20251 -4.80096
N -1.15376 -1.02278 -3.31695
C -1.22737 -0.14622 -4.40091
N -1.28597 1.27993 -4.10903
O -1.38916 -0.51263 -5.59016
H -0.76280 -0.86117 -2.41748
H -1.36989 -1.98614 -3.39232
H -1.08419 1.79258 -4.99290
H -0.92604 1.61614 -3.16934
N -5.17295 1.98897 -0.03205
C -3.91542 1.34586 -0.33212
N -3.46099 1.44970 -1.63460
O -3.37668 0.74131 0.56388
H -5.50155 2.68623 -0.64856
H -5.25656 2.10906 0.96492
H -4.06914 1.91458 -2.31229
H -2.69436 0.89939 -1.97181
N -0.04488 4.07752 3.80051
C 0.96710 4.39618 4.73539
N 1.76431 3.26296 5.25441
O 1.12862 5.57281 5.04723
H -0.03313 3.05569 3.63070
H -0.94477 4.54224 3.88325
H 2.06793 2.56572 4.50249
H 2.58000 3.72628 5.64157
N -1.79346 -6.82676 -1.37273
C -2.14162 -6.03118 -0.26688
N -3.52316 -5.73202 -0.20993
O -1.32578 -5.62225 0.54848
H -0.84531 -7.12785 -1.26283
H -2.51906 -7.17629 -1.97537
H -3.74569 -5.00513 0.47323
H -4.21572 -5.65495 -0.95074
N -1.76129 4.23003 -0.70570
C -1.84088 5.62848 -0.39309
N -1.31009 5.88808 0.93183
O -2.26605 6.44411 -1.16012
H -1.87276 3.60467 0.05989
H -2.06888 4.01358 -1.64412
H -1.40820 6.83170 1.22685
H -1.11217 5.13681 1.58555
N 3.74866 -0.38722 2.11288
C 3.03700 0.06021 3.17900
N 2.22487 -0.80465 3.83648
O 3.05800 1.22110 3.51313
H 3.45830 -1.24343 1.61653
H 4.29616 0.28220 1.65014
H 1.89606 -1.64125 3.34451
H 1.49491 -0.31818 4.35656
C 4.00729 -0.36319 -1.19249
C 4.16036 -1.83946 -1.43812
O 3.03442 -2.36756 -2.12541
H 3.05912 -0.18051 -0.68642
H 4.12047 0.32620 -1.99709
H 4.80949 0.03826 -0.53628
H 4.19043 -2.38392 -0.50906
H 5.01832 -1.99494 -2.08452
H 2.85361 -1.75815 -2.84261
C 0.22848 1.22842 0.27642
C 0.33400 -0.20617 0.63305
O -0.41009 -0.96920 -0.30392
H 0.62086 1.41777 -0.72443
H 0.84938 1.81658 0.94288
H -0.81461 1.53156 0.30916
H -0.12216 -0.43945 1.61081
H 1.38594 -0.55617 0.70025
H -0.04659 -1.85541 -0.40671
*
```

Summary:
- energy above the lowest of the compared OMol25 structures with the same formula, charge and spin (kcal/mol) = 28.9
- energy (eV) = -63612.12765
- orbital gap (eV) = 9.91
- SMILES string = NC(N)=O.NC(N)=O.NC(N)=O.NC(N)=O.NC(N)=O.NC(N)=O.NC(N)=O.NC(N)=O.NC(N)=O.CCO.CCO

***

DFT (wB97M-V/def2-TZVPD) results for C17H18F5NO8P2PtSTe as an isolated structure at a distorted geometry.

Geometry as ORCA input:
```
! RIJCOSX wB97M-V def2-TZVPD def2/J DEFGRID3
* xyz -2 1
Pt -1.95785 -0.13397 0.51955
O -2.86422 -1.87969 3.84577
P -3.66159 -0.78048 2.97004
O -5.03412 -0.59309 3.45924
O -3.51064 -1.08654 1.48659
O -2.77065 0.56471 3.26987
P -1.14605 0.43224 3.43146
O -0.76102 1.95062 2.95730
O -0.83637 0.20515 4.86071
O -0.56187 -0.49374 2.41369
H -2.09486 -1.47282 4.25664
H -1.24567 2.55890 3.51332
C 3.76431 -2.40766 -2.54408
C 3.41269 -2.16039 -1.06992
C 4.69135 -2.21403 -0.21993
C 2.46425 -3.27302 -0.61831
C 2.77256 -0.78495 -0.95148
C 3.48607 0.34694 -1.36979
C 2.93772 1.61088 -1.36232
C 1.62872 1.75453 -0.94025
S 0.63796 3.18396 -0.89329
C -0.68407 2.21904 -0.31672
N -0.39926 0.94938 -0.17453
C 0.88938 0.64364 -0.50615
C 1.47555 -0.61910 -0.49352
C -1.98642 2.68056 0.06209
C -2.43015 3.99841 -0.02482
C -3.69442 4.31131 0.42709
C -4.50360 3.31670 0.96276
C -4.06915 2.00228 1.04300
C -2.80131 1.66630 0.59702
H 4.15994 -3.41484 -2.67119
H 4.51106 -1.70140 -2.90086
H 2.87026 -2.30139 -3.15066
H 5.14209 -3.20458 -0.28160
H 4.46377 -1.99755 0.82186
H 5.42364 -1.48984 -0.56906
H 2.94748 -4.24219 -0.74564
H 1.55733 -3.26082 -1.21976
H 2.19839 -3.16143 0.43070
H 4.49968 0.24664 -1.72316
H 3.49528 2.47165 -1.69791
H 0.90622 -1.43531 -0.08795
H -1.78374 4.75609 -0.44271
H -4.05379 5.33074 0.36957
H -5.49544 3.57220 1.31525
H -4.71272 1.24433 1.46477
F -1.60780 -0.93085 -4.12098
Te -0.99477 -0.98489 -2.25012
F -0.29349 0.88597 -2.97398
F 0.78748 -1.58276 -3.45705
F -1.43740 -2.91778 -2.68201
F -1.13421 -2.08869 -0.22975
O -2.59654 -0.28942 -1.78877
*
```

Summary:
- energy (eV) = -89340.24983
- orbital gap (alpha / beta) (eV) = 4.66 / 4.64

***

DFT (wB97M-V/def2-TZVPD) results for C30H64ClNO16S2 as an isolated structure.

Geometry as ORCA input:
```
! RIJCOSX wB97M-V def2-TZVPD def2/J DEFGRID3
* xyz 0 1
C -1.25377 0.74403 0.48750
C 0.23419 0.53417 0.81240
Cl 0.44014 -0.77671 2.01358
C 1.11660 0.24556 -0.41527
C 2.47061 0.91412 -0.29284
O 2.39271 2.27595 -0.72472
S 3.89905 2.79167 -0.86533
O 3.94900 3.80483 -1.85730
O 4.47550 2.99247 0.42178
O 4.43990 1.43629 -1.47593
C 3.57994 0.31314 -1.17304
N 4.35171 -0.66886 -0.46781
C 3.93942 -1.78227 -0.21959
S 3.47755 -3.20985 0.18609
H -1.40393 0.99282 -0.56343
H -1.82339 -0.14840 0.75474
H -1.62995 1.57195 1.09710
H 0.61651 1.44129 1.28847
H 1.25488 -0.83343 -0.53829
H 0.62444 0.63896 -1.31088
H 2.82891 0.84138 0.74206
H 3.26187 -0.06942 -2.14582
C -4.15524 -3.58317 -2.93690
O -3.64734 -2.51066 -3.69686
C -3.73965 -1.25533 -3.05244
C -2.56424 -0.36794 -3.38872
O -1.34618 -0.74128 -2.76696
C -0.66456 -1.89324 -3.23590
C -0.00079 -1.73518 -4.58426
O -0.94333 -1.73864 -5.63849
C -0.61730 -0.86930 -6.69875
H -5.24929 -3.55641 -2.87948
H -3.85271 -4.50391 -3.43238
H -3.74665 -3.58037 -1.92008
H -3.79272 -1.38319 -1.96483
H -4.65559 -0.74546 -3.38155
H -2.78901 0.62177 -2.98294
H -2.44982 -0.26590 -4.46991
H -1.30713 -2.77555 -3.21690
H 0.13603 -2.05141 -2.50751
H 0.69242 -2.57736 -4.71871
H 0.58401 -0.80752 -4.59199
H -0.39629 0.14014 -6.33368
H -1.48300 -0.82141 -7.35658
H 0.24243 -1.23441 -7.27231
C -1.04144 -0.12431 5.40456
O -0.66910 -1.39811 5.88487
C 0.71222 -1.51945 6.16792
C 0.96062 -2.41376 7.36012
O 0.62369 -1.83860 8.60933
C -0.74498 -1.73650 8.95755
C -1.39175 -3.04151 9.35943
O -1.62820 -3.87806 8.24141
C -1.44395 -5.24880 8.50509
H -0.68009 0.03084 4.38342
H -2.12958 -0.08020 5.40934
H -0.65553 0.67278 6.05043
H 1.15385 -0.53483 6.35975
H 1.22325 -1.95842 5.29958
H 2.03968 -2.57713 7.41369
H 0.48110 -3.38540 7.22009
H -1.32473 -1.24191 8.17526
H -0.75544 -1.09307 9.84078
H -2.35116 -2.81007 9.84221
H -0.75355 -3.54842 10.09203
H -0.47190 -5.43802 8.97466
H -1.47754 -5.77058 7.55026
H -2.23342 -5.64724 9.15306
C 3.05620 -3.54743 -6.41857
O 4.11950 -2.96004 -5.70626
C 5.37144 -3.59106 -5.91702
C 6.50970 -2.59690 -5.90742
O 6.59469 -1.78039 -7.06069
C 5.64562 -0.74156 -7.22230
C 5.83835 0.44166 -6.30315
O 5.45775 0.12152 -4.97894
C 6.22955 0.74904 -3.97732
H 2.77323 -4.51953 -5.99786
H 2.20400 -2.87268 -6.34663
H 3.30880 -3.67958 -7.47643
H 5.37383 -4.13125 -6.87053
H 5.54666 -4.31737 -5.11163
H 7.43576 -3.17660 -5.91219
H 6.49198 -2.00293 -4.99103
H 4.62332 -1.11967 -7.14786
H 5.79687 -0.38537 -8.24407
H 5.21109 1.26453 -6.67252
H 6.88424 0.76640 -6.33653
H 7.30408 0.62805 -4.15635
H 5.98196 0.26417 -3.03718
H 5.99389 1.81534 -3.89867
C -6.88300 4.19040 0.56840
O -6.32447 4.53200 1.81483
C -5.98214 3.41775 2.61693
C -4.73892 3.67568 3.43583
O -3.52989 3.66807 2.69788
C -3.24482 4.76161 1.84165
C -2.88642 6.04866 2.54656
O -4.02224 6.66704 3.12204
C -3.76290 7.30543 4.35078
H -7.90153 3.79911 0.67366
H -6.91658 5.09759 -0.03237
H -6.26996 3.44628 0.04684
H -5.82325 2.52950 1.99418
H -6.80748 3.20537 3.31033
H -4.64110 2.83833 4.13103
H -4.84588 4.58795 4.02642
H -4.04617 4.92044 1.11694
H -2.35695 4.44628 1.28732
H -2.44790 6.72954 1.80442
H -2.12922 5.84147 3.31107
H -3.24906 6.63449 5.04865
H -4.72323 7.58627 4.77939
H -3.15736 8.20925 4.21819
*
```

Summary:
- energy (eV) = -100582.95360
- orbital gap (eV) = 9.03